Entry 1:
Formula: C18H20N4O7RuS2
Source: the Open Molecules 2025 dataset
Level of theory: wB97M-V/def2-TZVPD

Calculated values
* LUMO energy (spin up / spin down): 0.0993 / 0.0878 Eh
* DFT total energy: -63540.2594 eV
* net charge: -1
* energy above the lowest of the compared OMol25 structures with the same formula, charge and spin: 0.0 kcal per mole
* molar mass: 569.6 g/mol
* multiplicity: 2
* HOMO-LUMO gap (spin up / spin down): 6.47 / 6.39 eV

Each line ends with the Löwdin spin population.
Geometry (Å):
Ru: -0.327 -0.473 -0.901  0.6286
O: 3.419 -0.629 -2.833  0.0004
C: 3.488 -1.028 -1.551  0.0003
O: 3.198 -2.134 -1.186  0.0019
C: 4.100 0.017 -0.627  0.0001
O: 3.226 0.344 0.422  0.0000
C: 2.583 1.602 0.271  0.0002
C: 1.684 1.821 -0.962  0.0008
O: 1.471 3.002 -1.234  0.0008
O: 1.273 0.803 -1.612  0.0032
H: 2.886 -1.294 -3.297  0.0000
H: 4.981 -0.453 -0.180  0.0000
H: 4.408 0.901 -1.192  0.0000
H: 1.973 1.722 1.167  0.0001
H: 3.331 2.404 0.257  0.0000
S: -2.213 -1.622 -0.286  0.0707
C: -2.454 -2.674 -1.663  0.0154
C: -3.661 -3.363 -1.825  -0.0003
C: -3.856 -4.225 -2.887  0.0152
C: -2.839 -4.420 -3.821  -0.0004
C: -1.641 -3.748 -3.674  0.0140
C: -1.431 -2.867 -2.608  0.0121
S: 0.122 -2.075 -2.419  0.1924
H: -4.449 -3.203 -1.098  -0.0007
H: -4.802 -4.743 -2.995  0.0013
H: -2.985 -5.090 -4.660  -0.0003
H: -0.842 -3.889 -4.393  -0.0001
C: 2.048 -0.318 3.663  0.0005
N: 0.964 -1.181 3.186  0.0080
C: -0.279 -1.109 3.961  0.0007
C: 0.795 -1.177 1.872  0.0122
N: 0.650 -1.174 0.734  0.0031
H: 2.324 -0.634 4.669  -0.0001
H: 1.730 0.727 3.670  0.0002
H: 2.905 -0.425 3.002  0.0000
H: -0.082 -1.484 4.966  0.0000
H: -1.031 -1.735 3.485  0.0004
H: -0.643 -0.080 4.002  0.0002
C: -1.170 4.252 2.268  0.0000
N: -1.324 3.369 1.126  -0.0001
C: -1.925 3.834 -0.011  0.0004
C: -2.102 3.073 -1.100  -0.0001
C: -1.578 1.737 -1.029  0.0025
O: -1.537 0.926 -1.986  0.0141
N: -1.039 1.282 0.126  0.0007
C: -0.866 2.045 1.222  0.0007
O: -0.352 1.652 2.271  0.0007
H: -2.111 4.365 2.811  0.0000
H: -0.828 5.230 1.930  0.0000
H: -0.432 3.817 2.934  0.0000
H: -2.229 4.872 0.027  0.0000
H: -2.531 3.449 -2.014  0.0001



Entry 2:
Formula: C18H20NO2S2
Source: the Open Molecules 2025 dataset
Level of theory: wB97M-V/def2-TZVPD

Calculated values
* LUMO energy: -0.1102 Eh
* DFT total energy: -46238.7466 eV
* SMILES string: COc1cc(C[NH2+]Cc2cccs2)ccc1OCc1cccs1
* net charge: +1
* energy above the lowest of the compared OMol25 structures with the same formula, charge and spin: 2.7 kcal per mole
* molar mass: 346.5 g/mol
* HOMO-LUMO gap: 8.02 eV

Each line ends with the Mulliken charge.
Geometry (Å):
C: 1.583 1.481 -2.610  -0.7743
H: 1.034 2.400 -2.403  0.2561
H: 2.496 1.457 -2.013  0.2622
H: 1.839 1.437 -3.668  0.3167
O: 0.784 0.333 -2.382  -0.4351
C: 0.448 -0.063 -1.138  -0.0009
C: -0.035 -1.365 -1.064  -0.8703
C: -0.465 -1.924 0.128  1.0136
C: -0.361 -1.178 1.294  -1.3213
C: 0.117 0.119 1.245  -0.3643
C: 0.497 0.711 0.045  1.1991
O: 0.887 2.006 -0.061  -0.3735
C: 1.204 2.744 1.107  -0.6763
C: 2.332 2.150 1.887  0.5127
C: 2.531 2.155 3.233  -0.6193
C: 3.736 1.519 3.610  -0.4520
C: 4.425 1.035 2.547  -0.5231
S: 3.630 1.352 1.058  -0.0824
H: 5.358 0.509 2.538  0.4616
H: 4.067 1.427 4.628  0.3988
H: 1.850 2.605 3.933  0.4477
H: 1.487 3.728 0.717  0.4016
H: 0.322 2.871 1.748  0.3157
H: 0.189 0.678 2.162  0.4005
H: -0.632 -1.596 2.254  0.5051
C: -1.063 -3.302 0.166  -1.3604
H: -1.082 -3.746 -0.829  0.3607
H: -0.488 -3.950 0.833  0.4870
N: -2.465 -3.233 0.697  -0.0127
H: -2.451 -2.523 1.443  0.3767
H: -2.730 -4.137 1.103  0.4123
C: -3.512 -2.834 -0.304  -1.1357
C: -3.269 -1.471 -0.850  0.5548
C: -3.284 -0.280 -0.179  -0.3982
C: -2.980 0.813 -1.014  -0.4848
C: -2.748 0.441 -2.300  -0.4992
S: -2.891 -1.246 -2.525  -0.1573
H: -2.505 1.063 -3.137  0.5068
H: -2.943 1.831 -0.674  0.4558
H: -3.511 -0.177 0.868  0.4691
H: -4.479 -2.881 0.206  0.3995
H: -3.506 -3.565 -1.115  0.4645
H: -0.061 -1.930 -1.982  0.5628



Entry 3:
Formula: C18H21AsCl5F9HgN2OPSSi2
Source: the Open Molecules 2025 dataset
Level of theory: wB97M-V/def2-TZVPD

Calculated values
* LUMO energy (spin up / spin down): 0.0448 / 0.0822 Eh
* DFT total energy: -212007.1359 eV
* net charge: -1
* energy above the lowest of the compared OMol25 structures with the same formula, charge and spin: 12.5 kcal per mole
* molar mass: 1024.4 g/mol
* HOMO-LUMO gap (spin up / spin down): 7.00 / 7.92 eV

Each line ends with the Mulliken charge.
Geometry (Å):
Hg: 1.297 -0.852 -1.185  0.6582
F: 6.250 3.484 -0.335  -0.3187
C: 5.071 2.897 -0.659  0.6457
F: 4.155 3.423 0.175  -0.2065
F: 4.769 3.318 -1.895  -0.2215
C: 5.162 1.403 -0.547  -0.1712
C: 6.354 0.834 -0.133  -0.3404
C: 6.448 -0.541 0.010  -0.6564
C: 5.317 -1.289 -0.263  -0.3406
N: 4.168 -0.765 -0.672  -0.2626
C: 4.062 0.561 -0.835  0.4707
S: 2.542 1.192 -1.422  -0.3664
H: 7.202 1.469 0.080  0.4809
H: 7.364 -1.015 0.334  0.3818
H: 5.328 -2.369 -0.153  0.3944
Cl: 0.384 -1.496 1.928  -0.1118
C: 0.538 -2.919 0.944  1.3626
C: 0.914 -2.774 -0.383  -2.1327
C: 1.089 -3.939 -1.123  1.2152
Cl: 1.631 -3.813 -2.755  -0.1450
C: 0.858 -5.200 -0.577  -0.1057
Cl: 1.078 -6.622 -1.523  -0.2112
C: 0.446 -5.309 0.749  0.6187
Cl: 0.138 -6.859 1.436  -0.2097
C: 0.291 -4.161 1.522  -0.2451
Cl: -0.202 -4.293 3.170  -0.2188
O: -2.031 -1.400 -0.275  -0.4777
N: -2.333 -0.216 0.089  0.5985
C: -4.193 0.153 2.373  -0.8879
Si: -4.075 0.009 0.507  -0.0240
C: -4.945 -1.506 -0.132  -0.9805
C: -4.709 1.541 -0.353  -0.7152
As: -1.020 1.068 -0.275  -0.1410
Si: -1.131 2.610 1.539  0.4320
C: -2.630 3.751 1.647  -1.1586
C: -0.904 1.677 3.159  -1.0329
C: 0.389 3.653 1.187  -1.0194
H: -5.236 0.095 2.699  0.3695
H: -3.782 1.095 2.739  0.1739
H: -3.646 -0.664 2.852  0.3071
H: -6.027 -1.399 -0.004  0.3265
H: -4.616 -2.407 0.385  0.2799
H: -4.732 -1.636 -1.195  0.2993
H: -5.776 1.660 -0.135  0.3324
H: -4.594 1.439 -1.434  0.3035
H: -4.197 2.451 -0.045  0.1067
H: -3.519 3.244 2.029  0.3111
H: -2.873 4.196 0.681  0.3197
H: -2.396 4.567 2.340  0.3926
H: -1.510 0.772 3.203  0.2381
H: -1.175 2.308 4.012  0.3626
H: 0.143 1.385 3.277  0.3423
H: 0.296 4.194 0.242  0.3250
H: 1.289 3.036 1.121  0.1668
H: 0.532 4.390 1.983  0.3726
F: -0.813 -1.771 -3.209  -0.2897
P: -0.475 -0.638 -4.324  1.2530
F: -0.110 0.514 -5.382  -0.4013
F: -0.359 0.457 -3.107  -0.3130
F: 1.111 -0.957 -4.122  -0.3504
F: -2.043 -0.303 -4.461  -0.3993
F: -0.565 -1.732 -5.494  -0.3865



Entry 4:
Formula: C18H21AuClN4O7PS
Source: the Open Molecules 2025 dataset
Level of theory: wB97M-V/def2-TZVPD

Calculated values
* LUMO energy (spin up / spin down): -0.3652 / -0.3654 Eh
* DFT total energy: -75623.7971 eV
* net charge: +2
* energy above the lowest of the compared OMol25 structures with the same formula, charge and spin: 0.0 kcal per mole
* molar mass: 700.8 g/mol
* HOMO-LUMO gap (spin up / spin down): 4.64 / 4.63 eV

Each line ends with the Mulliken charge.
Geometry (Å):
Au: -0.019 0.541 -0.707  1.0926
O: 1.682 4.786 3.161  -0.5001
C: 0.877 3.960 3.800  0.4872
O: 0.504 4.154 4.917  -0.5114
C: 0.401 2.710 3.062  -0.3202
C: -0.380 1.710 3.655  0.6040
Cl: -0.973 1.679 5.223  -0.0846
N: -0.588 0.713 2.748  0.3689
N: 0.016 1.038 1.598  -0.7759
C: 0.603 2.229 1.760  0.0916
C: 1.412 2.740 0.600  1.3121
O: 2.083 3.740 0.678  -0.7628
O: 1.369 2.015 -0.492  -0.6806
C: -1.162 -0.607 2.904  0.1434
C: -0.721 -1.625 2.065  -0.1603
C: -1.221 -2.908 2.208  -0.7494
C: -2.153 -3.194 3.191  -0.6648
C: -2.598 -2.176 4.016  -0.8531
C: -2.116 -0.883 3.875  -0.4806
H: 1.905 4.498 2.258  0.4114
H: 0.051 -1.422 1.338  0.9768
H: -0.862 -3.698 1.560  0.4500
H: -2.523 -4.202 3.321  0.4430
H: -3.332 -2.384 4.784  0.4224
H: -2.498 -0.108 4.514  0.3834
C: 4.090 1.251 -1.778  -0.6373
N: 3.544 0.454 -2.890  0.2635
C: 3.961 0.529 -4.178  -0.0334
C: 3.273 -0.417 -4.898  -0.4972
N: 2.450 -1.034 -4.022  0.0130
C: 2.602 -0.513 -2.780  -0.0164
S: 1.819 -1.068 -1.378  -0.1773
H: 4.745 2.014 -2.186  0.3200
H: 4.658 0.603 -1.113  0.3304
H: 3.284 1.718 -1.225  0.2086
H: 4.710 1.233 -4.504  0.4489
H: 3.337 -0.682 -5.941  0.4326
H: 1.834 -1.806 -4.236  0.2164
C: -2.205 0.195 -3.687  -0.7115
O: -1.838 -0.961 -2.876  -0.2866
P: -1.690 -0.871 -1.325  0.6507
O: -3.052 -0.350 -0.799  -0.3354
C: -3.341 0.366 0.439  -0.6165
O: -1.626 -2.349 -0.861  -0.1895
C: -0.906 -3.451 -1.474  -0.6891
H: -3.285 0.306 -3.676  0.2887
H: -1.866 -0.011 -4.695  0.2511
H: -1.736 1.106 -3.314  0.3427
H: -4.206 0.985 0.240  0.3545
H: -2.502 0.993 0.738  0.2444
H: -3.567 -0.354 1.220  0.2219
H: -1.379 -4.354 -1.104  0.2964
H: 0.137 -3.431 -1.175  0.3480
H: -1.002 -3.410 -2.557  0.3157



Entry 5:
Formula: C18H21AuN2O3S2
Source: the Open Molecules 2025 dataset
Level of theory: wB97M-V/def2-TZVPD

Calculated values
* LUMO energy: 0.0203 Eh
* DFT total energy: -53493.7637 eV
* net charge: 0
* energy above the lowest of the compared OMol25 structures with the same formula, charge and spin: 3.1 kcal per mole
* molar mass: 574.5 g/mol
* HOMO-LUMO gap: 8.77 eV

Each line ends with the Mulliken charge.
Geometry (Å):
Au: -0.459 0.278 0.047  0.7600
O: 2.440 -0.618 0.075  -0.5249
C: 2.610 -1.363 1.274  -0.4673
C: 2.931 -0.373 2.377  -0.8067
C: 1.779 0.598 2.685  -0.4761
C: 0.558 -0.117 3.193  0.8440
C: 0.476 -0.511 4.528  -0.8230
C: -0.633 -1.200 4.975  -0.3257
C: -1.648 -1.492 4.075  -0.7208
C: -1.497 -1.077 2.768  -0.1472
N: -0.426 -0.406 2.331  -0.0655
H: 2.145 -1.202 -0.631  0.2948
H: 3.427 -2.085 1.171  0.4021
H: 1.697 -1.921 1.512  0.2923
H: 3.805 0.206 2.070  0.4294
H: 3.210 -0.921 3.282  0.3722
H: 1.528 1.183 1.801  -0.1804
H: 2.108 1.302 3.455  0.4075
H: 1.284 -0.263 5.204  0.4069
H: -0.709 -1.505 6.011  0.4054
H: -2.537 -2.028 4.374  0.3876
H: -2.256 -1.283 2.023  0.3671
S: -1.352 -1.266 -1.499  -0.5024
C: -2.030 -0.275 -2.693  0.5010
N: -2.156 1.024 -2.674  0.1920
C: -2.698 1.678 -3.853  -0.5277
C: -3.328 0.592 -4.737  -0.4917
S: -2.661 -0.994 -4.153  -0.1406
H: -1.771 1.616 -1.897  0.0774
H: -1.900 2.211 -4.372  0.2996
H: -3.440 2.411 -3.540  0.3052
H: -3.057 0.721 -5.782  0.3479
H: -4.412 0.580 -4.654  0.3218
O: -1.538 2.978 -0.948  -0.8993
C: -0.465 3.213 -0.356  0.6503
O: 0.346 2.348 0.094  -0.9889
C: -0.012 4.650 -0.252  0.2434
C: -0.861 5.673 -0.659  -0.2825
C: -0.453 6.996 -0.574  -0.5554
C: 0.811 7.302 -0.089  -0.3602
C: 1.663 6.283 0.317  -0.5656
C: 1.251 4.961 0.238  -0.3591
H: -1.840 5.410 -1.036  0.3967
H: -1.120 7.789 -0.888  0.3772
H: 1.133 8.334 -0.028  0.3749
H: 2.650 6.520 0.694  0.3831
H: 1.899 4.153 0.551  0.3711